# 1
The following is a quantum chemistry calculation of C55H46Cl3I2KN5O4S3Sb as an isolated structure in a non-equilibrium geometry, from OMol25.

CARTESIAN COORDINATES (ANGSTROEM)
K (-0.83, -0.72, 0.42)
C (-3.42, 0.17, 4.61)
O (-3.36, 0.45, 3.24)
C (-4.05, -0.37, 2.39)
C (-5.09, -1.19, 2.77)
C (-5.76, -1.98, 1.82)
C (-5.34, -1.93, 0.51)
C (-4.28, -1.13, 0.09)
C (-3.88, -1.19, -1.33)
N (-2.71, -0.89, -1.72)
N (-2.38, -0.90, -3.03)
C (-0.92, -1.15, -3.39)
O (-0.05, -1.47, -2.41)
C (-0.41, 0.04, -4.21)
C (-1.20, 1.15, -4.47)
C (-0.70, 2.21, -5.23)
C (0.59, 2.16, -5.74)
C (1.38, 1.05, -5.47)
C (0.89, 0.01, -4.71)
C (-3.61, -0.26, 1.02)
O (-2.70, 0.56, 0.70)
H (-2.63, 0.74, 5.08)
H (-3.27, -0.90, 4.80)
H (-4.38, 0.46, 5.05)
H (-5.39, -1.22, 3.81)
H (-6.58, -2.62, 2.13)
H (-5.84, -2.56, -0.23)
H (-4.65, -1.55, -2.02)
H (-2.20, 1.18, -4.07)
H (-1.32, 3.08, -5.40)
H (0.98, 2.99, -6.31)
H (2.41, 1.02, -5.82)
H (1.53, -0.83, -4.46)
S (3.42, 1.14, 2.35)
C (2.79, -0.27, 3.15)
C (3.44, -0.80, 4.30)
C (2.95, -1.92, 4.92)
C (1.81, -2.55, 4.42)
C (1.23, -1.98, 3.31)
N (1.67, -0.88, 2.70)
H (4.32, -0.30, 4.65)
H (3.47, -2.32, 5.80)
H (1.39, -3.44, 4.87)
H (0.34, -2.43, 2.88)
I (3.39, 0.52, -1.94)
C (1.53, 1.19, -1.20)
I (1.13, 3.22, -1.70)
H (1.59, 1.13, -0.11)
H (0.76, 0.57, -1.65)
Cl (1.96, 4.80, 8.55)
C (1.26, 5.16, 6.99)
C (2.02, 4.99, 5.84)
C (1.44, 5.28, 4.62)
C (0.12, 5.72, 4.50)
C (-0.52, 5.96, 3.14)
C (-1.57, 4.90, 2.75)
N (-1.10, 3.54, 2.72)
C (-0.58, 2.82, 3.78)
C (-0.01, 1.71, 3.23)
N (-0.19, 1.71, 1.86)
C (-0.86, 2.79, 1.61)
O (0.46, 6.29, 2.17)
C (1.03, 5.22, 1.40)
C (2.41, 5.55, 0.97)
C (2.84, 6.68, 0.34)
Cl (1.90, 8.04, -0.14)
S (4.51, 6.64, -0.03)
C (4.67, 5.08, 0.66)
C (3.49, 4.62, 1.15)
C (-0.58, 5.90, 5.69)
Cl (-2.22, 6.51, 5.66)
C (-0.04, 5.63, 6.93)
H (3.03, 4.62, 5.90)
H (2.04, 5.15, 3.73)
H (-1.10, 6.88, 3.24)
H (-1.96, 5.14, 1.76)
H (-2.40, 4.99, 3.45)
H (-0.65, 3.16, 4.80)
H (0.52, 0.92, 3.72)
H (-1.21, 3.11, 0.64)
H (0.39, 5.03, 0.53)
H (1.08, 4.29, 1.96)
H (5.62, 4.57, 0.66)
H (3.35, 3.65, 1.61)
H (-0.62, 5.78, 7.83)
S (0.57, -3.49, 0.06)
Sb (0.45, -3.66, -2.19)
C (2.16, -3.29, -3.35)
C (2.10, -3.32, -4.74)
C (3.25, -3.10, -5.49)
C (4.46, -2.87, -4.85)
C (4.52, -2.85, -3.47)
C (3.37, -3.06, -2.72)
C (-1.26, -3.58, -3.42)
C (-1.43, -2.35, -4.25)
C (-2.86, -1.81, -4.13)
C (-3.93, -2.84, -3.96)
C (-3.64, -4.07, -3.55)
C (-2.27, -4.39, -3.12)
C (0.59, -5.85, -2.40)
C (0.36, -6.67, -1.30)
C (0.40, -8.05, -1.42)
C (0.66, -8.64, -2.64)
C (0.89, -7.84, -3.75)
C (0.85, -6.45, -3.62)
H (1.16, -3.48, -5.25)
H (3.20, -3.11, -6.57)
H (5.36, -2.69, -5.44)
H (5.46, -2.65, -2.97)
H (3.42, -3.02, -1.63)
H (-1.00, -2.46, -5.26)
H (-3.12, -1.17, -4.98)
H (-4.95, -2.57, -4.21)
H (-4.42, -4.82, -3.45)
H (-2.13, -5.25, -2.47)
H (0.17, -6.21, -0.33)
H (0.22, -8.68, -0.55)
H (0.69, -9.72, -2.74)
H (1.10, -8.28, -4.72)
H (1.02, -5.85, -4.50)

charge = -2
E_HOMO = -1.912 eV

=====

# 2
The following is a quantum chemistry calculation of a 2-piece molecular cluster, C2H6NO3 overall in a non-equilibrium geometry, from OMol25.

CARTESIAN COORDINATES (ANGSTROEM)
O (1.51, -0.73, 1.67)
C (0.74, -0.45, 0.75)
O (-0.39, -0.90, 0.43)
C (1.24, 0.69, -0.22)
N (0.80, 0.54, -1.60)
H (1.02, 1.69, 0.18)
H (2.34, 0.71, -0.16)
H (-0.14, 0.16, -1.57)
H (1.42, -0.14, -2.03)
H (-3.38, -0.44, 0.25)
H (-2.10, -0.67, 1.16)
O (-3.07, -0.44, 1.15)

charge = -1
E_HOMO = -4.064 eV

=====

# 3
The following is a quantum chemistry calculation of a single C8H16N2O5 molecule in a non-equilibrium geometry, from OMol25.

CARTESIAN COORDINATES (ANGSTROEM)
C (0.41, -0.54, -1.58)
C (-0.67, 0.20, -0.75)
C (-0.17, -1.12, -2.93)
C (-1.26, -2.18, -2.76)
C (0.67, 0.44, 1.43)
C (0.34, -0.74, 2.32)
C (0.67, 1.67, 2.36)
C (0.95, 3.00, 1.74)
H (0.31, -2.19, -0.38)
H (1.71, -2.14, -1.23)
H (1.19, 0.17, -1.94)
H (0.64, -1.48, -3.53)
H (-1.08, 0.58, -3.01)
H (-1.86, -2.22, -3.71)
H (-0.75, -3.19, -2.69)
H (-2.04, -2.03, -2.03)
H (-1.31, 0.96, 1.02)
H (1.61, 0.24, 0.91)
H (1.34, 1.51, 3.19)
H (-0.89, 2.60, 3.04)
H (0.68, 3.78, 2.49)
H (0.28, 3.08, 0.86)
H (2.00, 3.09, 1.45)
H (-0.62, -2.33, 2.56)
N (1.03, -1.53, -0.72)
N (-0.48, 0.58, 0.58)
O (-1.79, 0.49, -1.19)
O (-0.55, 0.05, -3.65)
O (0.88, -0.82, 3.41)
O (-0.68, 1.68, 2.85)
O (-0.55, -1.60, 1.89)

SMILES = C[C@@H](O)[C@H](N)C(=O)N[C@H](C(=O)O)[C@@H](C)O
E_HOMO = -9.387 eV

=====

# 4
The following is a quantum chemistry calculation of a 2-piece molecular cluster, C16H15Cl6O7 overall in a non-equilibrium geometry, from OMol25.

CARTESIAN COORDINATES (ANGSTROEM)
Cl (-0.85, -1.18, -0.29)
C (-3.55, 1.70, -0.12)
Cl (-2.99, 1.65, 1.50)
C (-2.66, 2.43, -1.07)
O (-1.46, 2.60, -0.86)
C (-3.30, 2.69, -2.40)
Cl (-2.44, 3.73, -3.47)
C (-4.36, 1.88, -2.79)
Cl (-4.94, 2.04, -4.42)
C (-4.75, 0.76, -2.01)
Cl (-5.54, -0.54, -2.75)
C (-4.31, 0.67, -0.67)
Cl (-4.59, -0.75, 0.23)
C (0.82, -2.05, 5.38)
C (0.41, -2.68, 4.07)
O (0.84, -1.75, 3.03)
C (0.35, -2.17, 1.86)
C (0.62, -1.21, 0.68)
C (1.57, -1.86, -0.34)
O (2.04, -2.97, -0.21)
O (1.70, -1.07, -1.42)
C (1.91, -1.76, -2.68)
C (2.31, -0.69, -3.67)
C (0.99, 0.25, 1.13)
O (0.60, 0.72, 2.18)
O (1.71, 0.95, 0.24)
C (1.88, 2.38, 0.55)
C (2.66, 2.96, -0.61)
O (-0.29, -3.19, 1.76)
H (0.52, -2.70, 6.21)
H (1.91, -1.90, 5.41)
H (0.31, -1.09, 5.49)
H (0.86, -3.68, 3.91)
H (-0.69, -2.78, 4.01)
H (2.70, -2.52, -2.55)
H (0.95, -2.23, -2.98)
H (2.49, -1.15, -4.64)
H (1.53, 0.08, -3.77)
H (3.23, -0.19, -3.33)
H (0.87, 2.81, 0.64)
H (2.42, 2.48, 1.50)
H (2.79, 4.03, -0.48)
H (3.65, 2.50, -0.68)
H (2.11, 2.78, -1.54)

charge = -1
E_HOMO = -3.745 eV

=====

# 5
The following is a quantum chemistry calculation of an isolated ion of composition C4H11N2S and charge -1 in a non-equilibrium geometry, from OMol25.

CARTESIAN COORDINATES (ANGSTROEM)
C (0.34, -0.72, 2.27)
N (0.37, -1.13, 0.86)
C (-0.25, -0.08, -0.05)
C (0.50, 1.23, 0.01)
S (-0.58, 2.75, -0.11)
C (-0.35, -0.70, -1.46)
N (-1.09, 0.21, -2.37)
H (-0.59, -0.18, 2.40)
H (0.55, -1.63, 2.83)
H (1.11, 0.04, 2.53)
H (1.30, -1.28, 0.48)
H (-1.28, -0.23, 0.38)
H (1.19, 1.23, -0.83)
H (1.03, 1.31, 0.95)
H (-0.95, -1.60, -1.37)
H (0.67, -0.86, -1.82)
H (-0.42, 0.73, -2.92)
H (-1.57, 0.90, -1.78)

charge = -1
SMILES = CN[C@H](CN)C[S-]
E_HOMO = -2.539 eV

=====

# 6
The following is a quantum chemistry calculation of a single C18H21N3OS2 molecule in a non-equilibrium geometry, from OMol25.

CARTESIAN COORDINATES (ANGSTROEM)
N (-6.00, -1.54, 0.67)
O (0.19, 2.85, -1.09)
S (-1.94, 0.33, 1.29)
S (3.35, -4.23, -2.63)
C (-6.78, -0.53, 0.82)
C (-3.41, 2.43, 1.36)
C (-6.04, 0.69, 0.99)
C (-2.04, 2.87, 1.49)
C (-3.51, 1.06, 1.17)
C (-4.73, 0.33, 1.00)
C (-1.11, 1.85, 1.58)
C (3.58, -2.77, -0.31)
C (1.52, -2.50, -1.53)
C (3.18, -1.80, 0.65)
C (1.06, -1.59, -0.53)
C (2.78, -3.09, -1.39)
C (1.91, -1.20, 0.54)
N (-4.75, -1.04, 0.81)
N (1.16, 1.19, 0.86)
C (4.40, -3.13, -3.68)
C (0.37, 2.07, 1.74)
C (1.53, -0.09, 1.51)
C (1.40, 2.18, -1.39)
C (2.12, 1.78, -0.12)
H (-0.32, 2.25, -0.49)
H (-7.86, -0.59, 0.89)
H (-4.27, 3.12, 1.33)
H (-6.40, 1.68, 1.20)
H (-1.73, 3.93, 1.51)
H (4.56, -3.23, -0.25)
H (0.85, -2.73, -2.35)
H (3.89, -1.50, 1.39)
H (0.11, -1.14, -0.66)
H (-3.90, -1.63, 0.81)
H (3.81, -2.24, -3.90)
H (4.61, -3.65, -4.61)
H (5.37, -2.89, -3.17)
H (0.57, 3.14, 1.50)
H (0.69, 1.88, 2.79)
H (0.70, -0.45, 2.10)
H (2.40, 0.07, 2.16)
H (1.10, 1.31, -1.97)
H (2.03, 2.86, -1.98)
H (2.91, 1.09, -0.40)
H (2.62, 2.63, 0.30)

SMILES = CSc1ccc(CN(CCO)Cc2ccc(-c3ccn[nH]3)s2)cc1
E_HOMO = -8.345 eV

=====

# 7
The following is a quantum chemistry calculation of a single C2H4N2O3S molecule in a non-equilibrium geometry, from OMol25.

CARTESIAN COORDINATES (ANGSTROEM)
C (1.28, 0.69, -0.03)
C (-1.45, 0.78, -0.09)
H (2.08, -1.94, 0.84)
H (3.30, 0.33, -0.26)
H (-1.08, 1.76, 0.03)
H (-3.88, -0.95, 0.31)
N (2.42, -0.02, 0.17)
N (-2.70, 0.56, 0.11)
O (2.34, -1.45, -0.06)
O (1.24, 1.93, 0.03)
O (-2.89, -0.86, 0.02)
S (-0.19, -0.54, -0.13)

SMILES = O=C(NO)S/C=N\O
E_HOMO = -9.448 eV

=====

# 8
The following is a quantum chemistry calculation of a 3-piece molecular cluster, C2H7OS2 overall, from OMol25.

CARTESIAN COORDINATES (ANGSTROEM)
C (0.73, -1.00, 1.66)
O (1.21, -0.95, 2.77)
H (0.13, -1.87, 1.35)
H (3.53, 1.78, 0.07)
H (0.86, -0.15, 0.97)
C (-2.21, 0.02, -1.06)
S (-0.67, 0.94, -1.37)
S (0.73, -0.32, -2.17)
H (-2.84, -0.14, -1.95)
H (-2.84, 0.72, -0.51)
H (-2.01, -0.92, -0.55)
H (3.37, 1.87, 0.79)

charge = -1
E_HOMO = -2.348 eV

=====

# 9
The following is a quantum chemistry calculation of C34H51EuN4OP2 as an isolated structure in a non-equilibrium geometry, from OMol25.

CARTESIAN COORDINATES (ANGSTROEM)
C (-0.36, -1.30, -2.69)
C (-2.32, -1.19, -1.41)
C (-1.08, -1.81, -3.78)
C (-2.96, -2.02, -2.33)
C (-2.40, -2.22, -3.58)
H (-0.57, -1.96, -4.73)
H (-3.98, -2.30, -2.09)
H (-2.99, -2.63, -4.38)
N (-0.96, -0.95, -1.51)
P (2.21, -1.07, -1.44)
P (-2.63, 0.55, 0.81)
C (1.17, -1.10, -2.96)
H (1.53, -1.91, -3.63)
H (1.33, -0.17, -3.54)
C (2.08, 1.43, 2.61)
O (2.72, 1.77, 3.49)
C (-3.17, -0.67, -0.33)
H (-3.72, -1.48, 0.14)
C (-3.10, 0.26, 2.76)
C (-3.93, 1.59, -0.07)
C (2.62, -2.90, -1.18)
C (3.68, 0.05, -1.91)
C (-1.84, 0.16, 3.63)
H (-1.17, 1.03, 3.49)
H (-2.13, 0.15, 4.70)
H (-1.26, -0.75, 3.44)
C (-3.91, 1.46, 3.27)
H (-3.35, 2.40, 3.15)
H (-4.89, 1.56, 2.78)
H (-4.11, 1.34, 4.35)
C (-3.89, -1.04, 2.90)
H (-4.16, -1.19, 3.96)
H (-4.83, -1.04, 2.33)
H (-3.29, -1.91, 2.59)
C (-3.77, 3.04, 0.35)
H (-2.71, 3.32, 0.35)
H (-4.29, 3.66, -0.39)
H (-4.19, 3.23, 1.35)
C (-3.62, 1.50, -1.58)
H (-2.55, 1.68, -1.77)
H (-3.87, 0.51, -2.00)
H (-4.23, 2.21, -2.14)
C (-5.31, 0.96, 0.22)
H (-5.27, -0.11, 0.48)
H (-5.86, 1.49, 1.01)
H (-5.92, 1.02, -0.69)
C (4.63, 0.15, -0.70)
H (5.39, 0.91, -0.91)
H (4.10, 0.46, 0.22)
H (5.14, -0.80, -0.48)
C (3.14, 1.46, -2.23)
H (2.51, 1.48, -3.12)
H (2.57, 1.89, -1.39)
H (4.00, 2.13, -2.41)
C (4.43, -0.50, -3.14)
H (5.12, 0.28, -3.50)
H (5.04, -1.38, -2.90)
H (3.75, -0.74, -3.97)
C (1.28, -3.67, -1.08)
H (1.50, -4.71, -0.79)
H (0.63, -3.25, -0.31)
H (0.74, -3.68, -2.03)
C (3.37, -3.04, 0.15)
H (2.79, -2.64, 1.00)
H (3.54, -4.11, 0.35)
H (4.35, -2.54, 0.13)
C (3.44, -3.49, -2.33)
H (2.97, -3.33, -3.31)
H (4.47, -3.12, -2.34)
H (3.49, -4.58, -2.18)
Eu (0.45, 0.40, 0.41)
N (-0.08, -1.71, 1.57)
C (-0.70, -2.73, 1.57)
C (-1.57, -3.87, 1.74)
C (-1.04, -4.74, 2.69)
C (-2.75, -4.24, 1.00)
C (-1.58, -5.99, 2.94)
H (-0.13, -4.43, 3.21)
C (-3.33, -5.50, 1.25)
H (-3.23, -3.62, 0.23)
C (-2.74, -6.36, 2.21)
H (-1.05, -6.62, 3.68)
H (-4.22, -5.87, 0.70)
H (-3.16, -7.35, 2.41)
N (-0.41, 2.73, -2.07)
C (-0.30, 4.06, -2.21)
C (0.11, 4.58, -0.99)
C (0.24, 3.49, -0.13)
N (-0.08, 2.34, -0.79)
H (-0.62, 2.02, -2.76)
H (-0.52, 4.54, -3.15)
H (0.28, 5.61, -0.73)
H (0.55, 3.45, 0.92)

charge = +1
2S+1 = 8
E_HOMO (spin up / spin down) = -7.917 / -7.920 eV

=====

# 10
The following is a quantum chemistry calculation of a 2-piece molecular cluster, C2H7NO3S2 overall in a non-equilibrium geometry, from OMol25.

CARTESIAN COORDINATES (ANGSTROEM)
C (1.67, -0.15, -1.24)
C (1.63, -0.72, 0.18)
N (-1.48, 1.33, 0.04)
O (-0.26, -0.63, 2.20)
O (-0.92, -1.81, 0.07)
O (-1.99, 1.66, 1.29)
S (-2.57, 0.86, -1.05)
S (-0.28, -0.68, 0.74)
H (1.47, -0.78, -2.13)
H (0.86, 0.67, -1.27)
H (2.75, 0.15, -1.47)
H (2.08, -0.07, 0.92)
H (1.69, -1.84, 0.41)
H (-1.14, 2.03, 1.82)
H (-3.52, -0.03, -0.51)

E_HOMO (spin up / spin down) = -8.540 / -8.670 eV

=====

# 11
The following is a quantum chemistry calculation of a single C4H7NO molecule in a non-equilibrium geometry, from OMol25.

CARTESIAN COORDINATES (ANGSTROEM)
O (0.22, 1.76, 1.42)
C (-0.11, 1.13, 0.22)
C (0.91, 0.34, -0.60)
N (-0.19, -0.56, -1.06)
C (-0.24, -1.64, -0.18)
C (-0.96, -0.16, 0.19)
H (0.19, 1.08, 2.10)
H (-0.51, 1.93, -0.43)
H (1.66, -0.09, 0.09)
H (1.39, 0.79, -1.46)
H (0.73, -2.16, 0.02)
H (-1.03, -2.38, -0.37)
H (-2.06, -0.05, 0.06)

SMILES = O[C@H]1CN2C[C@@H]12
E_HOMO = -9.040 eV

=====

Record-wise energy above the lowest of the compared OMol25 structures with the same formula, charge and spin values, in kJ/mol: 256.7; 35.7; 110.4; 0.0; 113.5; 219.2; 373.7; 164.2; 0.0; 488.8; 397.6